Computed, not measured: a molecular structure, C24H34Cl4N6O11P2PbS2, with wB97M-V/def2-TZVPD.

Atoms and positions in Å:
Pb1 -1.436 0.184 0.529
C1 2.678 0.070 5.611
N1 1.333 -0.063 5.080
C2 0.277 -0.035 6.083
P1 0.997 0.390 3.529
O1 -0.431 0.174 3.218
O2 2.059 -0.509 2.730
P2 1.958 -0.855 1.126
O3 0.864 -0.003 0.596
N2 1.816 -2.466 1.172
C3 0.690 -3.067 1.884
C4 2.568 -3.383 0.320
N3 3.382 -0.423 0.480
C5 4.640 -0.922 1.007
C6 3.436 0.228 -0.829
N4 1.481 1.928 3.159
C7 0.589 3.024 3.518
C8 2.874 2.315 3.021
H1 2.858 -0.719 6.343
H2 2.831 1.036 6.107
H3 3.413 -0.037 4.816
H4 0.432 -0.852 6.791
H5 -0.688 -0.166 5.602
H6 0.273 0.907 6.645
H7 0.159 -2.316 2.470
H8 1.050 -3.842 2.564
H9 -0.009 -3.506 1.168
H10 3.193 -2.832 -0.375
H11 1.875 -3.976 -0.277
H12 3.183 -4.044 0.938
H13 4.487 -1.383 1.982
H14 5.345 -0.095 1.121
H15 5.088 -1.664 0.339
H16 2.437 0.525 -1.141
H17 3.829 -0.458 -1.583
H18 4.085 1.106 -0.767
H19 -0.439 2.671 3.537
H20 0.665 3.809 2.764
H21 0.843 3.451 4.496
H22 3.474 1.472 2.684
H23 3.292 2.699 3.959
H24 2.951 3.106 2.271
O4 -1.652 1.947 -3.577
S1 -1.267 0.825 -2.751
O5 0.025 0.916 -2.113
O6 -2.329 0.532 -1.736
C9 -1.214 -0.602 -3.831
C10 -1.655 -0.390 -5.131
C11 -1.616 -1.413 -6.067
C12 -1.148 -2.661 -5.698
C13 -0.717 -2.883 -4.399
C14 -0.732 -1.864 -3.456
S2 -0.037 -2.311 -1.853
O7 -0.081 -3.757 -1.809
O8 -0.953 -1.728 -0.850
O9 1.295 -1.745 -1.827
H25 -2.011 0.596 -5.395
H26 -1.960 -1.230 -7.077
H27 -1.120 -3.470 -6.418
H28 -0.360 -3.855 -4.091
Cl1 -5.459 0.037 -5.143
C15 -5.032 -0.469 -3.566
C16 -4.536 -1.856 -3.402
Cl2 -4.581 -2.882 -4.767
C17 -4.084 -2.313 -2.224
Cl3 -3.470 -3.887 -1.996
C18 -4.137 -1.460 -1.021
O10 -3.800 -1.846 0.067
C19 -4.710 -0.033 -1.174
O11 -4.828 0.664 -0.201
C20 -5.131 0.378 -2.531
Cl4 -5.695 1.982 -2.691
C21 -2.834 3.476 -0.817
C22 -1.370 3.457 -0.563
N5 -0.692 2.601 0.181
C23 0.641 2.954 0.074
C24 0.760 4.034 -0.731
N6 -0.523 4.343 -1.125
H29 -3.030 3.155 -1.840
H30 -3.234 4.482 -0.680
H31 -3.357 2.791 -0.155
H32 1.404 2.372 0.559
H33 1.616 4.590 -1.067
H34 -0.788 5.041 -1.798

**DFT total energy**: -152495.364 eV
**HOMO energy**: -8.74 eV
**ΔE to the lowest compared entry with this formula, charge and spin**: 0.0000 eV
**Charge**: 0
**Strongest force on any atom**: 0.23 eV/A


Computed, not measured: a molecular structure, C24H34N4O8PRuS2Te, with wB97M-V/def2-TZVPD.

Atoms and positions in Å:
Ru1 -0.597 0.447 -0.542
N1 -1.242 -1.624 -0.749
C1 -1.098 -2.512 0.430
C2 0.224 -2.235 1.138
C3 0.082 -1.008 2.027
O1 0.294 -1.064 3.218
O2 -0.389 0.068 1.440
H1 -2.171 -1.709 -1.152
H2 -0.606 -1.970 -1.467
H3 -1.158 -3.551 0.099
H4 -1.936 -2.338 1.107
H5 1.005 -2.074 0.393
H6 0.504 -3.077 1.767
C4 3.458 1.424 -4.996
C5 2.308 0.458 -4.950
O3 2.271 -0.182 -3.645
P1 0.993 -0.443 -2.778
O4 1.265 -0.391 -1.294
Te1 -0.951 0.917 -3.121
O5 0.604 -1.978 -3.086
C6 0.242 -2.369 -4.425
C7 -0.958 -3.282 -4.358
H7 3.517 1.873 -5.988
H8 4.397 0.909 -4.793
H9 3.334 2.216 -4.264
H10 2.427 -0.345 -5.679
H11 1.352 0.955 -5.130
H12 1.108 -2.864 -4.865
H13 0.009 -1.479 -5.018
H14 -0.741 -4.158 -3.746
H15 -1.229 -3.621 -5.359
H16 -1.811 -2.749 -3.936
C8 -4.418 5.939 -3.404
C9 -4.476 6.265 -1.919
N2 -3.881 5.217 -1.086
C10 -2.601 5.531 -0.446
C11 -1.452 5.685 -1.430
C12 -4.641 4.119 -0.872
O6 -5.798 4.027 -1.263
C13 -4.068 2.934 -0.137
C14 -4.858 2.282 0.800
C15 -4.376 1.128 1.390
C16 -3.147 0.632 0.995
N3 -2.405 1.228 0.056
C17 -2.855 2.371 -0.480
H17 -4.859 6.751 -3.983
H18 -4.980 5.029 -3.611
H19 -3.389 5.801 -3.737
H20 -5.512 6.399 -1.609
H21 -3.936 7.187 -1.704
H22 -2.369 4.770 0.295
H23 -2.737 6.464 0.109
H24 -1.255 4.765 -1.984
H25 -0.541 5.954 -0.893
H26 -1.647 6.474 -2.156
H27 -5.831 2.684 1.048
H28 -4.941 0.604 2.148
H29 -2.721 -0.252 1.444
H30 -2.209 2.831 -1.211
O7 3.410 4.289 -3.390
S1 2.121 4.624 -2.857
O8 1.171 5.280 -3.708
N4 1.408 3.284 -2.185
C18 1.217 3.461 -0.920
S2 0.351 2.474 0.194
C19 1.752 4.740 -0.339
C20 1.750 5.191 0.972
C21 2.309 6.435 1.234
C22 2.856 7.209 0.214
C23 2.862 6.755 -1.099
C24 2.303 5.518 -1.339
H31 1.327 4.588 1.763
H32 2.323 6.808 2.249
H33 3.287 8.174 0.447
H34 3.287 7.345 -1.900

**DFT total energy**: -88619.293 eV
**HOMO energy (alpha / beta)**: -8.19 / -8.26 eV
**ΔE to the lowest compared entry with this formula, charge and spin**: 0.8070 eV
**Spin multiplicity**: 2
**<S²>**: 0.7571
**Charge**: 0
**Strongest force on any atom**: 0.58 eV/A


Computed, not measured: 7 unconnected molecules or ions with the total composition C24H34N6OS at a distorted geometry, with wB97M-V/def2-TZVPD.

Atoms and positions in Å:
C1 -6.769 -1.926 0.638
S1 -6.168 -3.574 1.229
O1 -4.696 -3.659 0.881
C2 -7.038 -4.691 0.024
H1 -6.709 -1.924 -0.450
H2 -6.054 -1.131 0.853
H3 -7.725 -1.597 1.045
H4 -6.765 -5.707 0.309
H5 -6.650 -4.588 -0.990
H6 -8.121 -4.607 -0.060
C3 -1.067 0.458 -0.513
C4 0.378 0.526 -0.600
N1 1.521 0.561 -0.738
H7 -1.350 0.158 0.496
H8 -1.348 -0.351 -1.188
H9 -1.546 1.373 -0.863
N2 -3.033 1.768 -10.316
C5 -3.413 2.981 -9.797
C6 -3.034 2.951 -8.406
C7 -2.497 1.717 -8.077
C8 -2.384 1.070 -9.334
H10 -3.247 1.581 -11.285
H11 -3.745 3.826 -10.382
H12 -3.194 3.766 -7.717
H13 -2.034 1.411 -7.150
H14 -1.980 0.103 -9.595
N3 1.580 6.081 -1.941
C9 0.419 5.924 -2.692
C10 -0.660 6.153 -1.932
C11 -0.260 6.544 -0.641
C12 1.100 6.332 -0.719
H15 2.520 6.131 -2.306
H16 0.432 5.562 -3.709
H17 -1.682 6.145 -2.279
H18 -0.842 6.871 0.208
H19 1.752 6.540 0.116
N4 6.526 -1.942 5.711
C13 6.634 -0.760 5.016
C14 5.430 -0.456 4.478
C15 4.597 -1.599 4.696
C16 5.332 -2.492 5.432
H20 7.286 -2.431 6.163
H21 7.555 -0.200 5.082
H22 5.180 0.391 3.856
H23 3.580 -1.663 4.339
H24 5.186 -3.480 5.842
N5 -3.104 1.162 7.060
C17 -2.831 1.953 5.996
C18 -3.986 2.404 5.466
C19 -5.027 1.874 6.284
C20 -4.449 1.034 7.272
H25 -2.472 0.729 7.718
H26 -1.826 2.266 5.754
H27 -4.146 3.167 4.719
H28 -6.059 2.091 6.052
H29 -4.859 0.650 8.194
N6 7.400 -4.844 0.207
C21 7.895 -6.138 0.266
C22 8.076 -6.530 -1.071
C23 7.605 -5.576 -1.922
C24 7.222 -4.491 -1.120
H30 6.955 -4.329 0.953
H31 8.010 -6.746 1.151
H32 8.364 -7.517 -1.401
H33 7.562 -5.726 -2.991
H34 6.676 -3.581 -1.322

**DFT total energy**: -47257.793 eV
**HOMO energy**: -7.87 eV
**ΔE to the lowest compared entry with this formula, charge and spin**: 0.0000 eV
**Charge**: 0
**Strongest force on any atom**: 4.44 eV/A


Computed, not measured: 4 unconnected molecules or ions with the total composition C24H35BO9S at a distorted geometry, with wB97M-V/def2-TZVPD.

Atoms and positions in Å:
O1 -6.602 2.714 0.914
C1 -5.705 1.896 0.878
C2 -5.950 0.425 0.635
C3 -5.042 -0.274 -0.024
C4 -5.113 -1.753 -0.310
S1 -3.776 -2.537 0.623
O2 -3.340 -3.754 0.007
O3 -4.200 -2.647 1.989
C5 -3.797 0.435 -0.516
O4 -3.239 0.121 -1.550
C6 -3.303 1.513 0.408
C7 -1.967 1.727 0.570
C8 -1.592 2.709 1.463
C9 -2.522 3.445 2.138
C10 -2.110 4.524 3.147
B1 -0.825 5.363 2.702
O5 -0.963 6.708 2.426
O6 0.438 4.812 2.581
C11 -3.880 3.227 1.966
C12 -4.252 2.244 1.103
H1 -6.848 -0.042 1.030
H2 -6.076 -2.170 -0.014
H3 -4.972 -1.946 -1.377
H4 -2.723 -1.659 0.623
H5 -1.221 1.137 0.051
H6 -0.525 2.843 1.598
H7 -1.881 3.980 4.077
H8 -2.955 5.189 3.339
H9 -1.638 7.039 3.028
H10 0.610 4.308 3.383
H11 -4.605 3.822 2.506
C13 3.747 1.830 -0.553
C14 3.530 0.355 -0.250
C15 2.247 0.385 0.565
O7 1.490 1.508 0.091
C16 2.321 2.320 -0.749
H12 4.380 2.013 -1.420
H13 4.198 2.325 0.311
H14 3.371 -0.193 -1.182
H15 4.359 -0.112 0.282
H16 2.454 0.540 1.629
H17 1.655 -0.525 0.457
H18 1.994 2.184 -1.785
H19 2.194 3.370 -0.480
C17 -0.548 -4.843 2.556
C18 0.214 -4.838 1.238
C19 0.616 -3.376 1.118
O8 0.778 -2.883 2.452
C20 0.243 -3.837 3.379
H20 -0.606 -5.824 3.026
H21 -1.566 -4.479 2.398
H22 1.105 -5.466 1.320
H23 -0.372 -5.187 0.390
H24 -0.171 -2.788 0.630
H25 1.546 -3.238 0.564
H26 1.082 -4.318 3.894
H27 -0.369 -3.322 4.120
C21 5.501 -1.788 -5.096
C22 4.126 -1.557 -5.707
C23 3.394 -0.862 -4.569
O9 4.379 -0.126 -3.835
C24 5.685 -0.532 -4.259
H28 6.292 -1.928 -5.831
H29 5.477 -2.669 -4.449
H30 4.208 -0.885 -6.565
H31 3.631 -2.469 -6.036
H32 2.935 -1.589 -3.889
H33 2.618 -0.180 -4.920
H34 6.116 0.281 -4.854
H35 6.317 -0.695 -3.385

**DFT total energy**: -55394.621 eV
**HOMO energy**: -9.40 eV
**ΔE to the lowest compared entry with this formula, charge and spin**: 0.0000 eV
**Charge**: 0
**Strongest force on any atom**: 2.05 eV/A
**SMILES**: O=C1C=C(C[SH](=O)=O)C(=O)c2ccc(CB(O)O)cc21.C1CCOC1.C1CCOC1.C1CCOC1


Computed, not measured: 4 unconnected molecules or ions with the total composition C24H35ClF4N2O2P3 at a distorted geometry, with wB97M-V/def2-TZVPD.

Atoms and positions in Å:
C1 2.477 2.027 0.273
C2 3.246 1.022 1.185
C3 3.928 -0.135 0.393
N1 3.031 -0.825 -0.525
P1 2.062 -2.132 0.267
F1 3.491 -3.151 0.170
C4 0.506 -1.041 0.459
C5 -0.836 -1.570 -0.145
C6 -2.002 -0.896 0.667
O1 -3.213 -0.848 -0.101
P2 1.454 -2.971 -1.694
N2 1.112 -1.897 -2.837
P3 1.124 -3.831 1.417
O2 2.438 -4.669 2.128
Cl1 0.039 -3.043 3.047
H1 1.487 2.206 0.733
H2 2.345 1.684 -0.760
H3 2.991 2.998 0.336
H4 2.522 0.550 1.875
H5 4.005 1.480 1.830
H6 4.700 0.360 -0.240
H7 4.505 -0.812 1.059
H8 3.551 -1.247 -1.286
H9 2.524 -1.618 1.557
H10 0.730 -0.098 -0.073
H11 0.381 -0.741 1.516
H12 -1.008 -1.269 -1.188
H13 -0.996 -2.656 -0.051
H14 -2.129 -1.335 1.668
H15 -1.663 0.154 0.815
H16 -3.222 0.006 -0.516
H17 2.559 -3.749 -2.171
H18 0.379 -3.886 -1.434
H19 1.214 -0.975 -2.418
H20 2.688 -4.117 2.876
F2 -4.898 0.056 -6.450
C7 -4.275 -0.775 -5.586
C8 -2.988 -0.483 -5.173
C9 -2.350 -1.336 -4.281
C10 -3.003 -2.473 -3.821
C11 -4.295 -2.756 -4.248
C12 -4.940 -1.900 -5.133
H21 -2.493 0.404 -5.548
H22 -1.343 -1.117 -3.942
H23 -2.503 -3.137 -3.128
H24 -4.802 -3.644 -3.892
H25 -5.949 -2.099 -5.470
F3 4.389 3.648 2.071
C13 5.346 4.497 1.664
C14 6.095 5.175 2.610
C15 7.088 6.049 2.188
C16 7.314 6.242 0.830
C17 6.551 5.557 -0.108
C18 5.563 4.674 0.309
H26 5.898 5.017 3.662
H27 7.685 6.580 2.918
H28 8.086 6.927 0.504
H29 6.724 5.710 -1.165
H30 4.965 4.125 -0.407
F4 -7.970 -0.001 4.913
C19 -7.247 -0.331 3.821
C20 -6.103 0.387 3.525
C21 -5.357 0.044 2.404
C22 -5.767 -1.004 1.589
C23 -6.922 -1.713 1.898
C24 -7.666 -1.380 3.023
H31 -5.802 1.205 4.168
H32 -4.455 0.593 2.165
H33 -5.184 -1.264 0.714
H34 -7.245 -2.527 1.261
H35 -8.564 -1.927 3.284

**DFT total energy**: -83790.280 eV
**HOMO energy**: -4.25 eV
**Charge**: -1
**Strongest force on any atom**: 3.64 eV/A


Computed, not measured: a molecular structure, C24H35CsN4O5Se2, with wB97M-V/def2-TZVPD.

Atoms and positions in Å:
Cs1 2.012 -0.762 -2.150
O1 -0.457 -5.652 -6.150
C1 -0.110 -4.633 -5.335
O2 -0.468 -4.563 -4.192
C2 0.758 -3.655 -6.076
O3 1.185 -2.630 -5.239
C3 2.005 -1.718 -5.981
C4 2.399 -0.605 -5.008
O4 3.519 -0.716 -4.459
O5 1.509 0.228 -4.725
H1 -0.999 -6.261 -5.629
H2 0.172 -3.273 -6.925
H3 1.600 -4.216 -6.505
H4 1.431 -1.318 -6.824
H5 2.892 -2.246 -6.342
C5 -2.087 -0.054 -0.953
N1 -2.287 -1.364 -1.534
C6 -2.956 -1.649 -2.712
C7 -2.967 -2.990 -2.840
N2 -2.306 -3.511 -1.745
C8 -2.073 -4.915 -1.468
C9 -1.869 -2.511 -0.952
Se1 -0.869 -2.668 0.581
H6 -2.592 0.682 -1.573
H7 -1.022 0.178 -0.885
H8 -2.497 -0.037 0.056
H9 -3.353 -0.876 -3.343
H10 -3.364 -3.620 -3.614
H11 -2.588 -5.502 -2.222
H12 -2.450 -5.155 -0.476
H13 -1.008 -5.128 -1.508
C10 3.764 4.039 1.266
C11 2.437 4.207 1.996
C12 1.254 4.405 1.051
C13 0.847 3.137 0.307
N3 0.275 2.141 1.201
C14 0.870 0.990 1.618
Se2 2.513 0.354 1.106
N4 0.027 0.392 2.489
C15 0.321 -0.834 3.220
C16 1.238 -0.618 4.417
C17 0.751 0.406 5.446
C18 1.085 1.857 5.104
C19 -1.142 1.129 2.594
C20 -2.321 0.909 3.288
C21 -3.326 1.853 3.143
C22 -3.159 2.981 2.335
C23 -1.979 3.201 1.641
C24 -0.978 2.252 1.786
H14 4.588 3.941 1.974
H15 3.970 4.901 0.628
H16 3.767 3.141 0.647
H17 2.494 5.068 2.667
H18 2.254 3.337 2.634
H19 1.500 5.167 0.306
H20 0.390 4.782 1.605
H21 1.704 2.669 -0.177
H22 0.103 3.359 -0.463
H23 0.773 -1.529 2.513
H24 -0.639 -1.248 3.529
H25 2.229 -0.335 4.055
H26 1.350 -1.595 4.894
H27 1.215 0.170 6.406
H28 -0.327 0.294 5.603
H29 2.148 1.960 4.876
H30 0.859 2.516 5.944
H31 0.526 2.229 4.245
H32 -2.464 0.034 3.905
H33 -4.262 1.711 3.666
H34 -3.967 3.695 2.249
H35 -1.849 4.071 1.012

**DFT total energy**: -172897.040 eV
**HOMO energy**: -7.51 eV
**ΔE to the lowest compared entry with this formula, charge and spin**: 0.5045 eV
**Charge**: 0
**Strongest force on any atom**: 0.73 eV/A


- strongest force on any atom of number 5 (C24H35ClF4N2O2P3)?
  3.64 eV/A